Entry 1:
The following is a quantum chemistry calculation of a molecular structure, C31H36N4O3Si2Sr, from OMol25.

Net charge: -2
E_LUMO in eV: 4.6
HOMO energy in Eh: -0.0373
Frontier orbital gap in eV: 5.6
E in Ha: -2257.58986

Positions of all 77 atoms, in Å:
1 Sr -0.848 -0.575 0.194
2 O 2.290 2.699 3.883
3 C 1.610 3.638 3.207
4 C 1.994 4.973 3.345
5 C 1.306 5.972 2.683
6 C 0.221 5.662 1.872
7 C -0.156 4.337 1.738
8 C 0.521 3.312 2.389
9 C 0.081 1.893 2.173
10 O -0.916 1.662 1.449
11 N 0.846 1.007 2.795
12 N 0.488 -0.299 2.499
13 C 1.048 -1.180 3.238
14 C 0.880 -2.626 3.154
15 C 1.486 -3.364 4.172
16 C 1.399 -4.743 4.250
17 C 0.675 -5.410 3.262
18 C 0.074 -4.725 2.231
19 C 0.156 -3.309 2.119
20 O -0.385 -2.693 1.140
21 H 1.813 1.838 3.667
22 H 2.843 5.196 3.979
23 H 1.620 7.005 2.799
24 H -0.314 6.441 1.343
25 H -0.985 4.041 1.108
26 H 1.715 -0.836 4.040
27 H 2.045 -2.818 4.928
28 H 1.884 -5.285 5.051
29 H 0.582 -6.492 3.299
30 H -0.477 -5.242 1.456
31 C -0.994 2.869 -2.098
32 C -1.861 1.760 -2.623
33 C -2.377 1.794 -3.915
34 C -3.140 0.703 -4.322
35 C -3.360 -0.353 -3.472
36 C -2.828 -0.323 -2.153
37 N -2.099 0.769 -1.780
38 N -2.938 -1.287 -1.246
39 Si -3.990 -2.621 -1.219
40 C -3.516 -3.952 -2.488
41 C -3.877 -3.395 0.485
42 C -5.811 -2.187 -1.529
43 H -1.584 3.767 -1.895
44 H -0.226 3.138 -2.826
45 H -0.512 2.572 -1.170
46 H -2.157 2.623 -4.574
47 H -3.550 0.667 -5.328
48 H -3.917 -1.216 -3.809
49 H -2.473 -4.239 -2.366
50 H -3.649 -3.610 -3.514
51 H -4.133 -4.846 -2.349
52 H -2.838 -3.614 0.732
53 H -4.463 -4.312 0.561
54 H -4.240 -2.700 1.244
55 H -5.971 -1.788 -2.530
56 H -6.157 -1.439 -0.815
57 H -6.433 -3.079 -1.417
58 C 2.855 -1.972 -1.698
59 Si 1.814 -0.352 -1.625
60 C 1.714 0.090 -3.498
61 C 3.101 0.923 -0.972
62 C 3.513 0.875 0.366
63 C 4.349 1.827 0.923
64 C 4.809 2.887 0.151
65 C 4.420 2.967 -1.175
66 C 3.585 2.000 -1.721
67 H 3.774 -1.829 -2.278
68 H 2.265 -2.761 -2.168
69 H 3.125 -2.329 -0.705
70 H 2.701 0.089 -3.976
71 H 1.244 1.057 -3.684
72 H 1.095 -0.653 -4.007
73 H 3.129 0.089 1.009
74 H 4.612 1.763 1.972
75 H 5.441 3.652 0.590
76 H 4.758 3.796 -1.790
77 H 3.294 2.100 -2.760

Entry 2:
The following is a quantum chemistry calculation of a molecular structure, C31H37BrN7O2P2V, from OMol25.

Net charge: +2
E_LUMO (spin up / spin down) in eV: -6.9 / -6.6
HOMO energy (spin up / spin down) in Eh: -0.4903 / -0.4903
Frontier orbital gap (spin up / spin down) in eV: 6.4 / 6.7
Multiplicity: 3
E in Ha: -5937.60928

Positions of all 81 atoms, in Å:
1 V -0.286 0.434 0.044
2 N -2.246 -1.620 3.250
3 C -1.597 -1.805 2.107
4 N -1.132 -0.635 1.693
5 C -1.562 0.237 2.655
6 N -2.241 -0.324 3.617
7 C -1.316 1.667 2.498
8 C -1.742 2.633 3.397
9 N -1.539 3.923 3.169
10 C -0.915 4.256 2.048
11 C -0.471 3.301 1.142
12 N -0.669 2.004 1.371
13 H -2.721 -2.307 3.819
14 H -1.489 -2.761 1.620
15 H -2.258 2.352 4.307
16 H -0.757 5.309 1.854
17 H 0.056 3.575 0.239
18 C 0.412 -0.107 -3.245
19 P 1.197 0.942 -1.984
20 C 2.767 0.033 -1.699
21 N 3.529 -0.149 -2.753
22 C 4.630 -0.917 -2.609
23 C 5.495 -1.123 -3.712
24 C 6.590 -1.917 -3.561
25 C 6.873 -2.548 -2.318
26 C 6.058 -2.374 -1.242
27 C 4.916 -1.544 -1.366
28 N 4.112 -1.351 -0.298
29 C 3.070 -0.563 -0.451
30 P 2.018 -0.294 1.023
31 C 1.951 -1.941 1.783
32 C 2.981 0.775 2.191
33 C 3.048 2.186 1.611
34 C 2.226 0.778 3.526
35 C 4.405 0.252 2.404
36 C 1.511 2.567 -2.810
37 C 2.063 2.356 -4.228
38 C 0.163 3.292 -2.908
39 C 2.498 3.383 -1.976
40 H 1.125 -0.292 -4.047
41 H -0.480 0.383 -3.636
42 H 0.112 -1.064 -2.814
43 H 5.258 -0.639 -4.650
44 H 7.260 -2.080 -4.394
45 H 7.752 -3.174 -2.238
46 H 6.250 -2.842 -0.287
47 H 2.955 -2.296 2.010
48 H 1.498 -2.646 1.083
49 H 1.357 -1.906 2.695
50 H 2.078 2.685 1.628
51 H 3.431 2.185 0.588
52 H 3.739 2.785 2.207
53 H 1.164 1.013 3.406
54 H 2.656 1.545 4.173
55 H 2.313 -0.176 4.047
56 H 5.011 0.345 1.504
57 H 4.431 -0.788 2.725
58 H 4.871 0.854 3.186
59 H 1.328 1.897 -4.888
60 H 2.969 1.753 -4.233
61 H 2.301 3.338 -4.639
62 H -0.624 2.670 -3.340
63 H 0.281 4.158 -3.562
64 H -0.181 3.665 -1.943
65 H 3.466 2.888 -1.882
66 H 2.107 3.597 -0.977
67 H 2.663 4.341 -2.470
68 Br -3.735 -1.107 -5.694
69 C -4.317 -0.128 -4.192
70 C -5.546 0.517 -4.212
71 C -5.966 1.235 -3.101
72 C -5.164 1.314 -1.976
73 C -3.928 0.670 -1.969
74 C -3.503 -0.059 -3.076
75 C -3.090 0.785 -0.761
76 O -3.400 1.265 0.296
77 O -1.818 0.276 -0.929
78 H -6.172 0.453 -5.092
79 H -6.924 1.734 -3.120
80 H -5.480 1.870 -1.104
81 H -2.557 -0.577 -3.062

Entry 3:
The following is a quantum chemistry calculation of a molecular structure, C31H37Cl3N3O2RuSi at a distorted geometry, from OMol25.

Net charge: +1
E_LUMO (spin up / spin down) in eV: -3.9 / -6.2
HOMO energy (spin up / spin down) in Eh: -0.4009 / -0.4226
Frontier orbital gap (spin up / spin down) in eV: 7.0 / 5.3
Multiplicity: 5
E in Ha: -3283.09003

Positions of all 78 atoms, in Å:
1 Ru -0.142 0.455 0.267
2 C 2.023 3.280 -2.138
3 C 1.774 1.771 -2.202
4 C 1.436 1.337 -3.631
5 C 2.968 1.011 -1.675
6 C 4.136 1.074 -2.396
7 C 5.287 0.404 -1.980
8 C 5.220 -0.488 -0.917
9 C 4.069 -0.645 -0.176
10 C 3.996 -1.910 0.681
11 C 4.345 -1.775 2.176
12 C 2.676 -2.669 0.505
13 C 2.971 0.272 -0.437
14 N 1.978 0.422 0.486
15 C 2.394 0.484 1.825
16 O 3.485 0.860 2.168
17 C 1.330 0.097 2.811
18 C 1.452 0.194 4.186
19 C 0.350 -0.137 4.966
20 C -0.859 -0.469 4.363
21 C -0.905 -0.505 2.981
22 N 0.191 -0.313 2.261
23 C -2.136 -0.657 2.125
24 O -3.166 -1.154 2.503
25 N -1.913 -0.141 0.861
26 C -2.795 -0.370 -0.230
27 C -3.991 0.370 -0.331
28 C -4.887 0.048 -1.338
29 C -4.628 -0.974 -2.232
30 C -3.450 -1.695 -2.143
31 C -2.514 -1.410 -1.163
32 C -1.200 -2.171 -1.182
33 C -1.382 -3.686 -1.253
34 C -0.361 -1.660 -2.372
35 C -4.321 1.467 0.653
36 C -5.484 1.033 1.555
37 C -4.650 2.780 -0.064
38 H 1.133 3.828 -2.441
39 H 2.839 3.549 -2.809
40 H 2.300 3.588 -1.132
41 H 0.898 1.540 -1.572
42 H 2.148 1.759 -4.340
43 H 0.445 1.700 -3.905
44 H 1.452 0.251 -3.736
45 H 4.173 1.675 -3.294
46 H 6.207 0.516 -2.538
47 H 6.073 -1.115 -0.693
48 H 4.772 -2.546 0.254
49 H 3.467 -1.553 2.780
50 H 5.080 -0.991 2.344
51 H 4.752 -2.722 2.527
52 H 1.820 -2.084 0.844
53 H 2.709 -3.588 1.091
54 H 2.530 -2.942 -0.541
55 H 2.388 0.526 4.616
56 H 0.421 -0.095 6.044
57 H -1.754 -0.671 4.936
58 H -5.812 0.603 -1.419
59 H -5.344 -1.207 -3.010
60 H -3.257 -2.487 -2.855
61 H -0.651 -1.974 -0.251
62 H -1.811 -3.995 -2.206
63 H -2.039 -4.027 -0.453
64 H -0.416 -4.183 -1.143
65 H -0.854 -1.912 -3.311
66 H 0.633 -2.104 -2.378
67 H -0.267 -0.566 -2.343
68 H -3.449 1.632 1.285
69 H -6.391 0.875 0.969
70 H -5.688 1.807 2.297
71 H -5.240 0.108 2.075
72 H -5.613 2.723 -0.572
73 H -3.885 3.029 -0.800
74 H -4.704 3.592 0.662
75 Cl -1.707 2.651 2.780
76 Si -0.527 2.713 1.082
77 Cl 1.239 3.492 1.829
78 Cl -1.367 4.075 -0.183